Entry 1:
{"formula": "C31H50BrN4P3Ti", "method": "ωB97M-V with the def2-TZVPD basis set", "spin_multiplicity": 3, "s2": 2.0385, "total_charge": 2, "species": ["P", "H", "H", "C", "H", "H", "N", "H", "H", "H", "C", "H", "C", "C", "H", "N", "H", "H", "C", "C", "C", "C", "H", "C", "H", "H", "H", "C", "C", "H", "C", "H", "C", "C", "H", "H", "H", "P", "H", "H", "H", "H", "C", "C", "H", "C", "C", "C", "P", "H", "H", "H", "H", "H", "H", "C", "C", "H", "H", "C", "C", "H", "Ti", "H", "H", "C", "H", "H", "H", "N", "H", "H", "H", "Br", "C", "C", "H", "C", "C", "C", "N", "H", "C", "H", "H", "H", "H", "C", "H", "H"], "xyz": [[-2.54461, 0.10398, 2.23266], [1.97119, 4.08825, -4.45955], [-6.17248, -0.58993, 4.09210], [2.12173, -0.26280, 1.77073], [0.65183, 3.65476, 0.21567], [8.34639, -4.47586, 0.71234], [-4.74747, 0.87575, 3.68439], [-3.11773, 0.74150, -1.70591], [0.77512, -2.78106, -0.15280], [-1.88746, 1.97697, -1.80432], [0.98231, 3.66881, -4.22461], [5.24896, -6.11711, 2.88258], [4.44470, 2.32768, -1.07594], [0.04983, -0.55237, -3.31204], [-6.03730, -0.11289, 2.35014], [-3.06020, -0.57892, 4.76394], [-3.48413, 1.85675, -3.77949], [-2.42887, -2.04108, -3.84378], [-2.99922, -1.96796, -2.91339], [-2.13451, -1.63567, -1.69834], [2.93433, 2.14668, -0.82174], [1.45080, 5.69079, -0.01512], [0.01370, 4.56951, -1.17753], [-2.57271, 1.23507, -3.72993], [5.03891, 1.76774, -0.34758], [-3.82103, -1.25523, -3.05420], [0.98423, 1.13833, 2.91874], [-5.48968, -0.33260, 3.27237], [4.19853, -2.64346, -0.09640], [4.73284, 3.37947, -0.93045], [4.61302, -4.53773, 1.53994], [-1.57288, -2.51849, -1.37542], [-2.19958, 1.02159, -2.25268], [7.28129, -4.48187, 0.93020], [2.50411, 1.16332, -1.24778], [-4.68873, 0.33632, 5.70081], [0.70417, 6.14264, 0.65307], [2.12139, 3.50349, -1.70555], [-0.49918, -2.10148, -4.72362], [-3.38720, 1.46984, 5.18741], [1.17514, -2.17344, -4.15938], [-4.50006, 1.52140, 1.69697], [0.14019, -1.97213, -3.84453], [-3.96953, 0.58274, 4.90868], [0.65675, 3.09830, -5.10179], [-1.92457, -0.26518, 3.92049], [6.42961, -3.59732, 0.26511], [0.94623, 0.28278, 2.24998], [-0.91552, -0.24213, -1.79636], [1.65978, 6.41537, -0.81487], [1.08699, -0.16978, -3.13853], [-3.43791, 2.30970, 2.91234], [-0.14587, -2.73469, -3.11329], [0.05505, 2.58961, -2.54442], [3.57527, -4.60427, 1.84714], [-3.92172, 1.37493, 2.62075], [0.81192, -1.73284, 0.24125], [-0.42385, 0.11315, -4.04353], [-3.22756, -2.27600, 1.66269], [-0.32801, -1.37496, 1.04731], [2.08591, -1.18196, 0.69563], [-2.80086, -1.37338, -0.86428], [2.19176, -0.69860, -1.21451], [1.50603, 1.80386, -3.23919], [2.68593, 2.25637, 0.24306], [1.05020, 2.76950, -2.98318], [-4.37387, -1.11895, 0.97336], [6.82899, -2.88683, -0.45053], [-1.24298, -1.12380, 3.88160], [-4.60290, -1.50238, 3.06136], [0.27983, 4.50066, -4.08572], [-1.79375, 1.76844, -4.30268], [-1.24159, -1.95550, 0.91175], [-1.35491, 1.93638, 1.12834], [-3.77671, -1.34932, 1.87586], [5.04489, -3.59686, 0.55406], [-4.52145, -2.02375, 5.06867], [-0.27630, -0.30035, 1.89823], [5.55114, -5.38616, 2.13656], [-3.80904, -1.75225, 4.27393], [6.85099, -5.35294, 1.83502], [2.37055, 5.54004, 0.56196], [3.22513, -1.83211, -0.03950], [4.75551, 2.04990, -2.09567], [-2.81296, 0.29470, -4.25974], [-1.36167, 0.62070, 4.24712], [3.11678, 0.04519, 2.15581], [0.92163, 4.36234, -0.58604], [-3.10510, -2.57907, 4.09426], [-3.45793, -2.95188, -2.75046]]}

=====

Entry 2:
{"formula": "C31H50CeCl2NOP", "method": "ωB97M-V with the def2-TZVPD basis set", "spin_multiplicity": 1, "total_charge": 0, "species": ["C", "C", "C", "H", "C", "H", "H", "C", "H", "H", "N", "C", "H", "C", "C", "H", "H", "C", "H", "C", "H", "C", "O", "C", "H", "H", "C", "C", "H", "C", "C", "C", "H", "H", "C", "H", "H", "H", "C", "H", "C", "H", "C", "C", "H", "H", "C", "C", "H", "H", "P", "H", "H", "H", "H", "H", "H", "C", "C", "C", "H", "H", "H", "Cl", "H", "C", "H", "H", "H", "Ce", "Cl", "H", "C", "C", "H", "C", "H", "H", "H", "H", "H", "H", "H", "H", "H", "H", "H"], "xyz": [[2.79087, -1.62480, -3.15824], [0.92729, 0.63314, 7.50827], [0.91756, -3.08466, 0.97755], [-0.51003, -1.45868, 1.00133], [1.19079, 0.33832, -2.99981], [2.89576, -2.69774, -2.94988], [0.64323, -1.76091, -3.03924], [1.20545, 0.54256, -4.51247], [-1.71150, 1.10614, 6.54018], [-1.33559, -1.45426, -3.60503], [-0.65947, -1.14408, 5.57322], [-0.00701, -4.15140, 0.75447], [1.06632, 1.60467, -4.75974], [-3.37186, -1.60510, -2.91584], [-1.18382, 4.92484, -0.97045], [2.30162, 5.09261, -0.98462], [1.70875, 0.96803, 8.20343], [2.74066, -4.71690, 0.78267], [0.89984, -1.54033, 7.68622], [1.44343, -1.13740, -2.61771], [0.92457, 1.35742, 6.68058], [-3.89937, 0.57601, -4.14019], [1.37013, -0.95368, 4.59739], [-0.41974, 0.65035, 8.22270], [-0.33659, 3.13375, -3.12760], [3.01942, -2.56368, 0.92009], [1.81275, -5.76474, 0.68909], [0.20563, 5.37709, -0.50962], [1.57681, 2.79241, -0.74844], [2.92796, -1.36665, -4.66442], [-0.15493, 2.85029, -2.07644], [-4.03862, -0.95146, -4.12991], [3.95737, -1.58329, -4.97240], [-4.51074, 0.98815, -3.32491], [-1.93076, -1.11767, -2.74264], [-1.94402, 5.23245, -0.24286], [-1.01325, -1.50843, 4.68465], [1.25770, 5.34512, -2.38372], [1.32360, 4.84175, -1.41039], [-0.28372, -6.27874, 0.54308], [-1.61773, 0.34649, 7.32769], [3.80766, -4.93831, 0.77557], [0.65838, -0.98036, 5.67101], [0.43896, -5.46664, 0.65279], [-2.42800, 2.15134, -3.87142], [-1.36723, -1.79843, 7.46729], [0.49401, -1.75750, 1.34556], [1.25418, 3.32828, -1.65515], [-2.54022, 0.73370, -1.82821], [2.36108, -0.88906, 6.88534], [-0.24641, 1.01735, -2.05599], [-4.30375, 0.98082, -5.07389], [-3.58855, -1.36189, -5.04414], [-2.53246, 0.42332, 7.93364], [-3.93710, -1.36510, -2.00576], [1.98084, 3.07271, -2.43989], [-0.39777, -0.07973, 9.04069], [2.55862, 0.06300, -5.07945], [-2.44994, 1.05526, -3.94281], [-1.28891, 3.40969, -1.18722], [1.41304, -1.25942, -1.52614], [3.59838, -1.11451, -2.61316], [-5.09806, -1.22600, -4.15090], [-0.76884, 1.26585, 2.31690], [-1.48827, -1.56253, -1.84039], [1.27956, -0.76897, 7.00311], [0.38145, -0.01046, -4.98635], [2.55254, 0.13736, -6.17428], [2.15120, -6.79863, 0.62920], [1.35678, -0.11735, 2.54633], [3.26999, 0.47791, 0.96049], [2.02979, 0.92585, -2.58152], [-1.88719, 0.42184, -2.67116], [-1.60300, -1.04394, 6.70433], [-1.27016, 2.90065, -0.21016], [2.31205, -3.40111, 0.88328], [-3.37755, -2.69598, -3.01624], [0.24394, 6.47103, -0.49814], [-0.56066, 1.64031, 8.67327], [2.28623, -2.07692, -5.20425], [-1.07393, -3.90798, 0.71775], [-2.26426, 3.18194, -1.64335], [3.34209, 0.74500, -4.71688], [-1.42183, 5.42462, -1.91863], [0.37451, 5.05451, 0.52733], [-1.83488, 0.77297, -4.80880], [-2.59506, -1.27143, 6.30437]]}

=====

Number 1: DFT total energy -5876.8660 Ha. Number 2: DFT total energy -3078.1405 Ha.